ORCA calculation (ωB97M-V/def2-TZVPD) on a 2-piece molecular cluster, C11H16Si overall.

XYZ file:
```
28
C11H16Si ωB97M-V/def2-TZVPD
Si -0.752 -1.926 0.051
C -3.354 1.995 0.337
C 0.018 -2.986 1.412
C -3.274 1.076 1.392
C 2.249 0.739 0.512
C -1.708 -0.341 0.217
C 2.640 0.186 -0.838
C 1.906 -0.668 -1.497
C -2.643 1.757 -0.850
C 3.751 0.935 -1.525
C -1.866 0.596 -0.882
C -2.479 -0.010 1.392
H 1.327 0.375 0.931
H -1.228 0.297 -1.686
H -3.957 1.173 2.171
H -3.993 2.778 0.279
H 2.055 1.794 0.413
H -0.761 -3.052 2.131
H 3.624 2.025 -1.577
H 3.849 0.616 -2.646
H 2.127 -1.196 -2.356
H 4.809 0.740 -1.132
H -1.372 -2.821 -1.086
H 3.078 0.594 1.320
H 0.272 -4.002 1.064
H -2.514 -0.611 2.323
H -2.758 2.471 -1.703
H 0.956 -2.533 1.832
```

Orbital gap (alpha / beta)   6.71 / 7.94 eV
Relative energy (zero: lowest compared OMol25 entry of this formula, charge and spin)   5.6119 eV
E_LUMO (alpha / beta)   0.09 / 0.00 eV
Charge   0
E_HOMO (alpha / beta)   -6.62 / -7.94 eV